Record 1
{"formula": "C27H32CrN7O", "method": "ωB97M-V/def2-TZVPD", "symbols": ["Cr", "C", "C", "C", "C", "C", "C", "C", "N", "C", "N", "C", "C", "C", "C", "C", "C", "C", "N", "C", "C", "C", "C", "C", "C", "C", "H", "H", "H", "H", "H", "H", "H", "H", "H", "H", "H", "H", "H", "H", "H", "H", "H", "H", "H", "H", "H", "H", "O", "C", "C", "C", "C", "N", "C", "N", "N", "N", "H", "H", "H", "H", "H", "H", "H", "H", "H", "H"], "coordinates": [[-2.187871, 1.211364, 0.062249], [3.104691, 0.691116, -4.289757], [2.950524, -0.577163, -3.495434], [3.832926, -1.628142, -3.634701], [3.690596, -2.796181, -2.904567], [2.645251, -2.906420, -2.005481], [1.758975, -1.860692, -1.844816], [1.904818, -0.701127, -2.588886], [1.019871, 0.390513, -2.470587], [-0.161288, 0.302155, -1.687466], [-0.992020, -0.666908, -2.100016], [-2.261129, -1.108582, -1.663421], [-2.967967, -0.462578, -0.636516], [-4.193759, -1.044536, -0.274984], [-4.672561, -2.180831, -0.902647], [-3.924525, -2.782356, -1.916938], [-2.719228, -2.269623, -2.303662], [-1.910186, -2.946031, -3.392252], [-0.366355, 1.133120, -0.695641], [0.707382, 2.053040, -0.444137], [1.779262, 1.595775, 0.317534], [2.851998, 2.411117, 0.608962], [2.855166, 3.712147, 0.145386], [1.785530, 4.172475, -0.600300], [0.696669, 3.370314, -0.915422], [-0.435984, 3.906904, -1.734638], [3.902907, 0.589388, -5.017721], [3.347171, 1.541313, -3.647955], [2.184186, 0.932973, -4.819778], [4.649554, -1.534913, -4.335474], [4.390921, -3.607680, -3.033271], [2.521139, -3.803642, -1.419078], [0.955418, -1.943939, -1.129375], [1.513694, 1.255334, -2.293726], [-0.679965, -1.081144, -2.961421], [-4.772606, -0.581263, 0.514856], [-5.622399, -2.613443, -0.609148], [-4.293793, -3.676234, -2.401803], [-2.396604, -3.859172, -3.720541], [-0.908021, -3.214850, -3.043282], [-1.795773, -2.303424, -4.273412], [1.754863, 0.577718, 0.684633], [3.670747, 2.036070, 1.204625], [3.682115, 4.369545, 0.372163], [1.789065, 5.193415, -0.952833], [-0.292472, 4.970483, -1.920386], [-1.399074, 3.748556, -1.231432], [-0.497506, 3.398527, -2.699632], [-2.998161, 2.527117, -0.439278], [-1.308189, -1.614432, 5.744241], [-0.149882, -0.633709, 5.648978], [0.902044, -1.127768, 4.666225], [-0.657504, 0.766925, 5.333332], [-1.385791, 0.882144, 4.129974], [-0.959789, 0.847146, 2.827499], [-2.060130, 1.118534, 2.042478], [-3.089556, 1.330520, 2.904888], [-2.701562, 1.208926, 4.126137], [-0.954618, -2.591341, 6.035146], [-1.807324, -1.704273, 4.793711], [-2.034957, -1.290291, 6.472535], [0.324567, -0.564453, 6.626250], [0.474728, -1.285163, 3.687579], [1.307726, -2.071434, 4.999483], [1.718596, -0.425941, 4.580835], [0.178555, 1.475685, 5.312439], [-1.329087, 1.072471, 6.117541], [0.035960, 0.666882, 2.492139]], "atomic_forces_ev_per_a": [[-0.364, 1.410, 1.436], [0.014, -0.128, 0.057], [0.218, 0.357, -0.311], [0.211, -0.180, -0.055], [0.054, -0.113, 0.023], [0.121, -0.107, -0.055], [-0.122, -0.162, 0.241], [-0.420, 0.286, 0.110], [-0.163, -0.256, 0.110], [0.491, 0.373, 0.018], [0.044, 0.118, -0.326], [-0.265, -0.316, 0.443], [0.853, -0.103, -0.210], [-0.105, -0.318, -0.385], [-0.107, 0.186, 0.168], [-0.617, -0.335, 0.144], [0.607, -0.065, -0.516], [-0.066, 0.153, 0.165], [0.051, 0.152, -0.820], [-0.368, -0.446, 0.526], [-0.047, -0.098, 0.069], [0.119, -0.044, 0.141], [0.123, 0.178, 0.022], [0.089, 0.105, 0.031], [-0.215, -0.084, -0.113], [-0.119, -0.031, 0.028], [0.139, -0.013, -0.090], [-0.019, 0.054, 0.017], [-0.086, 0.045, 0.022], [0.115, 0.027, -0.112], [0.065, -0.077, -0.026], [-0.017, -0.113, 0.074], [-0.106, 0.018, 0.048], [-0.099, 0.038, -0.149], [0.022, -0.040, -0.008], [-0.065, 0.001, 0.064], [-0.038, -0.035, 0.005], [-0.065, -0.126, -0.052], [-0.102, -0.115, -0.043], [0.014, -0.002, -0.033], [0.026, -0.022, -0.001], [-0.024, -0.105, -0.044], [0.111, -0.049, 0.054], [0.071, 0.073, 0.004], [-0.019, 0.146, -0.066], [0.040, 0.063, -0.038], [-0.020, -0.146, -0.013], [-0.051, -0.057, -0.009], [0.008, 0.130, -0.207], [0.279, 0.189, 0.069], [-0.019, -0.252, -0.138], [-0.210, 0.097, 0.213], [0.758, 0.056, 0.664], [-1.086, 0.225, -2.076], [-2.052, 0.427, -0.026], [1.724, -0.783, 0.342], [0.259, 0.005, 0.757], [0.507, -0.087, -0.206], [0.136, -0.409, 0.088], [-0.243, -0.050, -0.433], [-0.322, 0.139, 0.278], [0.073, 0.088, 0.240], [-0.148, -0.052, -0.374], [0.158, -0.354, 0.115], [0.321, 0.282, -0.081], [0.015, -0.027, 0.001], [-0.298, 0.215, 0.323], [0.231, 0.065, -0.095]], "orbital_gap_ev": [3.54, 3.56], "e_above_lowest_kj_mol": 0.0, "e_homo_ev": [-1.05, -1.06], "charge": -1}

***

Record 2
{"formula": "C27H32F5I2N2OP2PbSe", "method": "ωB97M-V/def2-TZVPD", "symbols": ["Pb", "I", "C", "C", "C", "I", "C", "O", "C", "C", "N", "C", "C", "C", "C", "C", "C", "N", "C", "H", "H", "H", "H", "H", "H", "H", "H", "H", "H", "H", "C", "P", "C", "C", "C", "P", "C", "C", "H", "H", "H", "H", "H", "H", "H", "H", "H", "H", "H", "H", "H", "H", "H", "H", "F", "C", "F", "C", "F", "F", "F", "Se", "C", "C", "C", "C", "C", "C", "H", "H", "H", "H", "H"], "coordinates": [[0.218199, -0.517258, 0.398090], [7.266300, 0.414710, 1.804790], [5.160070, 0.592573, 1.947953], [4.541284, 1.775812, 1.578268], [3.173747, 1.845592, 1.661283], [2.133825, 3.569743, 1.024905], [2.361127, 0.784925, 2.093967], [1.070527, 0.905617, 2.136577], [3.036522, -0.409633, 2.440532], [2.199731, -1.580187, 2.857792], [1.507975, -2.213263, 1.706605], [2.387019, -3.093857, 0.919399], [2.712678, -2.612243, -0.469265], [3.658962, -3.283757, -1.240466], [3.863225, -2.887145, -2.549641], [3.134930, -1.814793, -3.047917], [2.225066, -1.204118, -2.213340], [2.017695, -1.594559, -0.959992], [4.413381, -0.490479, 2.375503], [5.122676, 2.620839, 1.242488], [1.418601, -1.223718, 3.530189], [2.811313, -2.320553, 3.388349], [0.766790, -2.790513, 2.092552], [1.894484, -4.062225, 0.788577], [3.322381, -3.271382, 1.462869], [4.213974, -4.107292, -0.819156], [4.565398, -3.405533, -3.184160], [3.266287, -1.466419, -4.059437], [1.620176, -0.376380, -2.556592], [4.908775, -1.403156, 2.676301], [-0.975158, 0.044309, 4.239610], [-1.627765, -0.253364, 2.554003], [-3.001245, -1.417012, 2.940272], [-2.552682, 1.360861, 2.367863], [-3.496508, 1.439096, 1.166169], [-2.790878, 2.157476, -0.371207], [-4.147165, 2.948858, -1.287537], [-1.653897, 3.517830, 0.041609], [-1.760474, 0.418246, 4.894217], [-0.169991, 0.769893, 4.171349], [-0.593738, -0.887896, 4.649242], [-3.718408, -0.973063, 3.628979], [-2.558814, -2.299549, 3.398280], [-3.508462, -1.735846, 2.035280], [-1.800577, 2.152527, 2.353413], [-3.143282, 1.483846, 3.280757], [-4.357430, 2.069409, 1.410790], [-3.870371, 0.442687, 0.909799], [-4.652785, 3.688972, -0.671169], [-4.856378, 2.195459, -1.624196], [-3.715852, 3.437793, -2.160684], [-2.154167, 4.189785, 0.738563], [-1.416564, 4.067012, -0.867891], [-0.728024, 3.165870, 0.496062], [-1.273894, -2.165110, -1.885427], [-1.356863, -2.296332, -0.492559], [-2.687749, -1.917997, -0.230076], [-1.291148, -3.783037, -0.178106], [-2.279141, -4.535054, -0.660284], [-1.293584, -3.949101, 1.167290], [-0.133799, -4.318122, -0.601304], [-2.101899, 0.445985, -1.628247], [-1.693773, 1.432446, -3.249879], [-2.379429, 1.068010, -4.400128], [-2.129349, 1.745664, -5.580532], [-1.210077, 2.782326, -5.602903], [-0.493434, 3.102867, -4.459786], [-0.722235, 2.420428, -3.276811], [-3.095677, 0.259138, -4.367000], [-2.656239, 1.465707, -6.480085], [-1.046533, 3.336789, -6.514429], [0.253703, 3.880873, -4.489599], [-0.151385, 2.659969, -2.390730]], "atomic_forces_ev_per_a": [[0.409, 0.447, -0.721], [-0.500, 0.064, 0.052], [0.740, -0.128, -0.051], [0.282, -0.003, 0.033], [-0.475, 0.432, -0.276], [0.363, -0.113, 0.087], [0.152, 0.335, 0.066], [-0.121, -0.335, 0.544], [-0.275, -0.091, -0.059], [0.081, 0.299, 0.208], [-0.181, -0.288, 0.144], [0.078, -0.215, -0.017], [0.164, 0.022, -0.244], [-0.055, 0.108, 0.002], [-0.133, 0.086, 0.129], [0.004, -0.032, 0.023], [0.060, 0.051, -0.202], [0.299, -0.511, 0.054], [0.171, 0.040, -0.019], [0.019, 0.041, -0.057], [0.002, -0.061, 0.033], [-0.099, 0.041, -0.076], [-0.008, -0.063, -0.076], [0.047, 0.058, 0.146], [-0.109, -0.002, -0.057], [0.047, -0.109, 0.056], [0.120, -0.045, 0.015], [-0.001, 0.021, -0.089], [-0.058, 0.158, -0.061], [0.054, -0.092, -0.009], [0.016, 0.026, -0.272], [-0.935, 0.061, 0.986], [0.168, 0.258, -0.180], [0.331, -0.310, 0.035], [0.232, -0.031, -0.278], [-0.640, 0.474, -0.124], [0.274, -0.210, 0.074], [-0.019, -0.510, -0.120], [-0.103, -0.029, 0.042], [0.115, 0.005, 0.021], [0.066, -0.057, 0.058], [-0.019, 0.004, 0.111], [-0.021, -0.086, 0.036], [-0.051, -0.051, -0.081], [-0.022, 0.028, 0.089], [0.078, 0.022, -0.062], [0.041, -0.032, -0.144], [-0.152, 0.113, -0.087], [0.023, 0.063, 0.091], [-0.017, -0.038, 0.047], [-0.010, 0.013, -0.047], [-0.149, -0.014, 0.036], [-0.019, -0.026, -0.056], [0.049, -0.120, -0.001], [0.225, -0.521, 0.126], [-0.149, -0.028, -0.072], [0.099, -0.330, 0.305], [0.090, -0.307, 0.176], [-0.104, 0.120, -0.132], [-0.150, 0.201, 0.202], [0.123, 0.188, -0.292], [-0.398, 1.001, -0.414], [-0.094, -0.127, 0.307], [-0.104, -0.108, 0.161], [0.018, 0.028, -0.057], [0.033, -0.003, -0.010], [0.027, 0.079, -0.063], [0.014, 0.044, 0.104], [-0.090, 0.009, -0.027], [-0.062, -0.003, -0.056], [0.067, 0.003, -0.081], [0.055, 0.095, 0.003], [0.086, -0.010, 0.067]], "orbital_gap_ev": 6.78, "e_homo_ev": -9.38, "charge": 1}

***

Record 3
{"formula": "C27H32N4O5", "method": "ωB97M-V/def2-TZVPD", "symbols": ["C", "O", "C", "C", "C", "C", "C", "C", "C", "N", "C", "O", "C", "C", "C", "N", "C", "O", "C", "C", "C", "C", "C", "C", "N", "C", "C", "O", "N", "C", "C", "C", "C", "C", "C", "O", "H", "H", "H", "H", "H", "H", "H", "H", "H", "H", "H", "H", "H", "H", "H", "H", "H", "H", "H", "H", "H", "H", "H", "H", "H", "H", "H", "H", "H", "H", "H", "H"], "coordinates": [[1.234594, 3.525357, 4.143981], [1.120782, 2.305683, 3.453364], [1.884678, 2.117368, 2.330954], [2.725753, 3.074823, 1.781754], [3.452354, 2.783001, 0.637972], [3.345359, 1.545309, 0.035023], [2.504535, 0.588035, 0.580038], [1.778653, 0.856603, 1.725861], [0.850331, -0.169945, 2.322167], [-0.531240, 0.278773, 2.312753], [-1.200371, 0.417958, 1.153805], [-0.723033, 0.070306, 0.087262], [-2.590485, 1.024732, 1.287116], [-3.466728, 0.701829, 0.075983], [-3.987246, -0.737245, 0.105108], [-2.889034, -1.688221, 0.210970], [-2.571085, -2.168911, 1.468979], [-3.288604, -1.950329, 2.427148], [-1.310731, -2.900185, 1.545940], [-0.859959, -3.348211, 2.788383], [0.371702, -3.950008, 2.907187], [1.178965, -4.075534, 1.781170], [0.751456, -3.639970, 0.544111], [-0.517009, -3.066644, 0.403230], [-1.013536, -2.659985, -0.815606], [-0.284036, -2.921447, -2.042749], [0.812376, -1.865071, -2.287485], [1.987826, -2.101464, -2.082416], [0.323922, -0.718883, -2.763933], [1.137385, 0.437722, -3.070830], [0.647212, 1.668566, -2.297686], [-0.334085, 2.337644, -3.254482], [0.369638, 2.206900, -4.602914], [0.999531, 0.809303, -4.565411], [-2.136015, -1.875702, -0.929085], [-2.481099, -1.416379, -2.001562], [0.579410, 3.437338, 5.009811], [0.906549, 4.369483, 3.528631], [2.259600, 3.701047, 4.485013], [2.823721, 4.050021, 2.232285], [4.102755, 3.538297, 0.221880], [3.910794, 1.320571, -0.855747], [2.406667, -0.376334, 0.105501], [1.122748, -0.376893, 3.358646], [0.915538, -1.090414, 1.737416], [-0.885407, 0.708935, 3.150910], [-3.058806, 0.665379, 2.204942], [-2.461759, 2.107881, 1.366177], [-2.877551, 0.845791, -0.831322], [-4.324829, 1.374272, 0.045504], [-4.626462, -0.900888, 0.974673], [-4.537705, -0.951263, -0.812988], [-1.506369, -3.199198, 3.639684], [0.718050, -4.303905, 3.865678], [2.161898, -4.512846, 1.872423], [1.419538, -3.708705, -0.298219], [0.165872, -3.913760, -1.990008], [-1.005666, -2.890001, -2.862658], [-0.680812, -0.596181, -2.784099], [2.160818, 0.164396, -2.805746], [0.199829, 1.374747, -1.351502], [1.485524, 2.335067, -2.092754], [-0.540228, 3.373472, -2.988422], [-1.278084, 1.790639, -3.268168], [-0.309971, 2.329003, -5.445067], [1.148575, 2.966954, -4.681377], [1.962815, 0.788205, -5.071912], [0.350193, 0.083109, -5.055283]], "atomic_forces_ev_per_a": [[0.014, 0.227, 0.136], [0.083, -0.313, -0.223], [0.090, -0.155, -0.184], [-0.178, 0.168, 0.298], [0.037, -0.087, -0.111], [0.134, 0.049, -0.065], [-0.015, 0.115, 0.177], [-0.086, 0.046, 0.206], [0.081, 0.073, -0.166], [0.072, -0.073, 0.217], [-0.289, 0.291, 0.574], [0.250, -0.003, -0.230], [-0.085, 0.005, -0.330], [0.081, -0.154, 0.107], [-0.361, 0.312, -0.163], [-0.276, -0.053, 0.043], [-0.128, -0.195, 0.094], [0.056, -0.007, 0.059], [0.426, -0.166, 0.023], [-0.081, 0.062, -0.195], [0.037, -0.007, 0.085], [-0.125, 0.017, 0.017], [0.032, -0.018, -0.145], [-0.086, -0.134, 0.742], [-0.160, 0.045, -0.241], [0.219, 0.059, -0.245], [-0.634, -0.449, -0.073], [0.536, -0.138, 0.141], [-0.188, 0.302, -0.122], [0.309, 0.029, 0.083], [-0.117, -0.009, 0.054], [0.215, 0.131, -0.003], [-0.116, 0.010, -0.054], [0.107, 0.094, -0.080], [0.113, -0.387, -0.071], [-0.152, 0.195, -0.180], [0.059, 0.062, -0.044], [0.034, -0.036, 0.017], [-0.036, 0.001, -0.029], [-0.009, 0.078, 0.065], [0.053, 0.057, -0.036], [0.062, -0.024, -0.113], [-0.060, -0.179, -0.089], [-0.045, -0.063, -0.072], [0.041, 0.022, 0.136], [-0.093, -0.024, -0.109], [0.034, 0.073, 0.061], [0.033, -0.004, 0.054], [-0.095, 0.083, 0.009], [0.001, 0.014, -0.019], [0.074, -0.003, -0.185], [0.032, -0.006, 0.158], [-0.053, 0.023, 0.069], [0.025, -0.020, 0.094], [0.091, -0.033, -0.021], [0.044, 0.020, -0.134], [-0.001, 0.164, -0.007], [0.136, -0.079, 0.158], [-0.018, -0.208, 0.042], [-0.129, 0.041, -0.039], [0.118, 0.070, 0.028], [0.054, 0.061, -0.020], [-0.119, 0.019, 0.024], [-0.148, -0.023, 0.011], [0.036, 0.070, -0.078], [0.003, 0.068, -0.022], [0.019, -0.068, -0.067], [0.046, -0.039, -0.021]], "orbital_gap_ev": 8.97, "e_above_lowest_kj_mol": 0.0, "e_homo_ev": -8.55, "charge": 0}

***

| no. | DFT total energy (eV) | F_max (hartree/bohr) |
| --- | --- | --- |
| 1 | -69415.9108 | 0.0458 |
| 2 | -152501.4769 | 0.0265 |
| 3 | -44719.8811 | 0.0152 |